Record 1
{
  "formula": "C19H21BrN4O4",
  "method": "the ωB97M-V functional and the def2-TZVPD basis",
  "lumo_energy_ev": 0.560,
  "e_tot_ha": -3830.71210,
  "homo_energy_ha": -0.311,
  "smiles": "CCCCOC(=O)Cn1c(=O)c2c(nc(Br)n2Cc2ccccc2)n(C)c1=O",
  "elements": ["C", "C", "C", "C", "H", "H", "O", "C", "O", "C", "N", "C", "O", "N", "C", "N", "C", "N", "C", "C", "O", "C", "C", "C", "C", "C", "C", "C", "H", "H", "H", "H", "H", "H", "H", "Br", "C", "H", "H", "H", "H", "H", "H", "H", "H", "H", "H", "H", "H"],
  "coordinates": [[-4.61033, -2.64314, 1.12747], [-5.41723, -1.37961, 0.85126], [-4.54285, -0.17363, 0.51096], [-3.79805, -0.34467, -0.81055], [-3.05215, -1.14056, -0.73504], [-4.49193, -0.55635, -1.62646], [-3.13442, 0.86565, -1.19193], [-1.95739, 1.10476, -0.63425], [-1.40259, 0.39195, 0.15909], [-1.37792, 2.42534, -1.13416], [0.01984, 2.48684, -0.75640], [0.37004, 3.40924, 0.22483], [-0.42211, 4.22920, 0.63278], [1.66806, 3.35896, 0.68305], [2.49584, 2.37866, 0.23907], [3.76532, 2.14439, 0.63747], [4.13056, 1.08802, -0.05697], [3.19018, 0.62488, -0.90288], [2.10759, 1.45546, -0.72030], [0.80912, 1.47860, -1.31841], [0.38581, 0.76418, -2.20538], [3.20759, -0.58192, -1.69956], [2.91126, -1.77956, -0.82689], [3.89761, -2.71353, -0.54367], [3.62093, -3.78681, 0.28595], [2.36175, -3.92773, 0.84284], [1.37551, -2.99597, 0.56390], [1.64668, -1.92526, -0.26848], [0.87190, -1.20535, -0.48632], [0.39119, -3.09942, 0.99488], [2.14856, -4.76287, 1.49341], [4.39364, -4.50981, 0.50001], [4.88372, -2.60391, -0.97115], [4.18791, -0.68101, -2.17382], [2.43385, -0.46689, -2.46296], [5.80636, 0.31626, 0.07900], [2.12679, 4.29874, 1.68346], [1.28541, 4.93111, 1.95802], [2.93626, 4.90382, 1.27532], [2.49505, 3.75550, 2.55287], [-1.48427, 2.47656, -2.21970], [-1.89826, 3.26298, -0.66430], [-3.81328, -0.01215, 1.30691], [-5.16821, 0.71912, 0.43691], [-6.11610, -1.56324, 0.03223], [-6.00437, -1.13363, 1.73838], [-3.86139, -2.45432, 1.89286], [-4.10624, -2.99101, 0.22985], [-5.26527, -3.43788, 1.47679]],
  "mulliken_charge": [-1.135, -0.504, -0.447, -0.458, 0.325, 0.332, -0.328, 0.851, -0.591, -1.304, 0.011, 0.851, -0.684, -0.023, 1.655, -0.724, -0.024, 0.069, 0.096, 0.084, -0.687, -1.626, 0.789, -0.493, -0.584, -0.423, -0.686, -0.130, 0.380, 0.492, 0.381, 0.375, 0.397, 0.598, 0.393, -0.107, -1.119, 0.382, 0.336, 0.347, 0.267, 0.502, 0.260, 0.319, 0.312, 0.307, 0.293, 0.305, 0.367]
}

***

Record 2
{
  "formula": "C19H21BrO3",
  "method": "the ωB97M-V functional and the def2-TZVPD basis",
  "lumo_energy_ev": -0.959,
  "e_tot_ha": -3536.28952,
  "homo_energy_ha": -0.331,
  "smiles": "CCOCCC1=C([C@H](Br)CC)C(=O)C(c2ccccc2)=CC1=O",
  "elements": ["C", "C", "O", "C", "C", "C", "C", "C", "Br", "C", "C", "C", "O", "C", "C", "C", "C", "C", "C", "C", "C", "C", "O", "H", "H", "H", "H", "H", "H", "H", "H", "H", "H", "H", "H", "H", "H", "H", "H", "H", "H", "H", "H", "H"],
  "coordinates": [[-3.60079, -1.92182, 2.30751], [-2.49336, -0.85466, 2.26953], [-2.13123, -0.51057, 0.94961], [-2.92615, 0.52376, 0.41794], [-2.33184, 0.99732, -0.91925], [-0.92180, 0.55363, -1.11847], [0.18035, 1.17335, -0.68591], [0.29428, 2.48183, 0.02809], [-0.16458, 2.30657, 1.92861], [-0.38657, 3.66909, -0.70172], [-1.41174, 4.48685, 0.07285], [1.49283, 0.53951, -0.99467], [2.47220, 1.21490, -1.17579], [1.52628, -0.95150, -1.09559], [2.72032, -1.72427, -0.69195], [2.57823, -3.06386, -0.29649], [3.67821, -3.82483, 0.09329], [4.95784, -3.26926, 0.09641], [5.11318, -1.93998, -0.29174], [4.01143, -1.17548, -0.68549], [0.41884, -1.52212, -1.56883], [-0.73024, -0.68103, -1.93254], [-1.48136, -0.94394, -2.83424], [-4.56661, -1.51724, 2.59507], [-3.33665, -2.70647, 3.00711], [-3.69389, -2.33813, 1.30890], [-1.60970, -1.23905, 2.76933], [-2.79335, 0.03448, 2.82512], [-3.94538, 0.15962, 0.26882], [-2.98068, 1.37153, 1.10622], [-2.92117, 0.51358, -1.69507], [-2.47127, 2.06261, -1.05857], [1.34975, 2.70578, 0.07078], [-0.83346, 3.30509, -1.62013], [0.39527, 4.35976, -1.00685], [-2.24464, 3.89521, 0.43704], [-0.94606, 5.01163, 0.89850], [-1.80065, 5.25284, -0.59658], [1.60520, -3.52795, -0.26541], [3.53609, -4.84748, 0.40520], [5.82214, -3.83932, 0.39930], [6.08961, -1.48124, -0.29464], [4.16459, -0.15670, -0.99016], [0.31650, -2.58204, -1.73515]],
  "mulliken_charge": [-1.181, -0.361, -0.189, -0.747, -0.900, 1.779, 0.085, -0.637, -0.114, -0.661, -1.384, -0.121, -0.630, 0.755, 0.387, -0.470, -0.720, -0.398, -0.649, -0.267, -0.892, -0.365, -0.584, 0.334, 0.341, 0.309, 0.338, 0.342, 0.442, 0.411, 0.409, 0.252, 0.581, 0.421, 0.444, 0.263, 0.444, 0.389, 0.319, 0.374, 0.397, 0.382, 0.516, 0.557]
}

***

Record 3
{
  "formula": "C19H21ClCrF3IN8O",
  "method": "the ωB97M-V functional and the def2-TZVPD basis",
  "lumo_energy_ev": [0.221, 0.216],
  "e_tot_ha": -3352.00618,
  "spin_multiplicity": 5,
  "homo_energy_ha": [-0.251, -0.265],
  "s_squared": 6.02,
  "elements": ["Cr", "Cl", "C", "C", "C", "I", "C", "O", "C", "N", "C", "C", "C", "C", "H", "H", "H", "H", "C", "C", "N", "C", "N", "C", "C", "C", "N", "C", "H", "H", "H", "H", "H", "H", "H", "H", "H", "H", "H", "H", "H", "F", "C", "F", "F", "N", "C", "N", "N", "C", "N", "H", "H", "H", "H"],
  "coordinates": [[-0.44965, -0.14785, 1.01317], [4.23982, 1.10413, 5.99817], [3.24843, 0.36088, 4.76942], [3.40376, -0.95857, 4.47288], [2.61501, -1.58775, 3.48654], [2.92324, -3.59391, 3.07752], [1.64116, -0.90333, 2.77806], [0.88803, -1.41561, 1.86293], [1.50803, 0.49996, 3.10080], [0.56914, 1.17850, 2.37692], [0.37498, 2.45731, 2.59219], [1.10581, 3.17275, 3.56320], [2.04868, 2.51638, 4.29692], [2.28370, 1.13875, 4.08023], [4.14705, -1.53674, 5.00479], [-0.37550, 2.94778, 1.98589], [0.90759, 4.22504, 3.70766], [2.62672, 3.03551, 5.04944], [-0.65429, 0.31557, -4.71568], [-1.51916, 0.55695, -3.49748], [-0.89279, -0.09032, -2.36020], [0.44146, 0.09654, -2.08211], [0.83534, 0.00850, -0.85460], [2.26632, 0.10121, -0.56425], [3.12844, -0.28739, -1.74733], [2.67906, 0.50772, -2.95250], [1.25987, 0.28853, -3.17378], [0.74235, 0.82431, -4.42360], [-1.05740, 0.83246, -5.58729], [-0.62152, -0.75395, -4.93272], [-2.51170, 0.12557, -3.62554], [-1.64654, 1.63477, -3.33030], [-1.45708, -0.12468, -1.52555], [2.47356, -0.54300, 0.28831], [2.50358, 1.12802, -0.25827], [3.01410, -1.35443, -1.95371], [4.18128, -0.09665, -1.53624], [3.20442, 0.19318, -3.85725], [2.89069, 1.57656, -2.80675], [1.43513, 0.53132, -5.21529], [0.73819, 1.92370, -4.39222], [-1.52217, 2.45075, -0.15538], [-1.97063, 1.32145, 0.48750], [-3.01050, 0.88848, -0.39487], [-2.69330, 1.81516, 1.54363], [-4.98053, -1.64935, -0.36115], [-4.74956, -2.90566, 0.05717], [-5.78337, -3.77299, 0.03195], [-3.58236, -3.38156, 0.47802], [-2.65224, -2.45016, 0.56408], [-1.83108, -1.63983, 0.64603], [-5.92757, -1.32504, -0.45135], [-4.27239, -0.93056, -0.24757], [-6.60631, -3.56928, -0.50501], [-5.55730, -4.73910, 0.19461]],
  "mulliken_charge": [0.275, -0.279, 0.446, -0.481, -0.407, 0.030, 0.464, -0.806, 0.411, 0.499, -0.334, -0.913, -0.699, 0.174, 0.394, 0.401, 0.408, 0.418, -0.675, -0.657, -0.024, 0.041, 0.351, -0.463, -0.817, -0.717, 0.199, -0.625, 0.387, 0.307, 0.419, 0.331, -0.061, 0.089, 0.229, 0.323, 0.396, 0.411, 0.306, 0.333, 0.302, -0.305, 0.336, -0.273, -0.329, -0.342, 0.515, -0.389, -0.680, 0.510, -0.328, 0.234, 0.170, 0.225, 0.268]
}

***

Record 4
{
  "formula": "C19H21F2O2",
  "method": "the ωB97M-V functional and the def2-TZVPD basis",
  "lumo_energy_ev": -4.079,
  "e_tot_ha": -1086.54076,
  "charge": 1,
  "homo_energy_ha": -0.424,
  "elements": ["C", "C", "C", "C", "H", "O", "C", "C", "O", "H", "H", "H", "H", "H", "H", "H", "H", "H", "H", "H", "F", "C", "C", "C", "C", "C", "C", "C", "C", "C", "F", "C", "C", "C", "C", "H", "H", "H", "H", "H", "H", "H", "H", "H"],
  "coordinates": [[-3.53396, -1.96515, -1.31259], [-2.07272, -2.09206, -0.88442], [-1.11649, -1.66904, -2.01304], [0.30887, -2.06418, -1.86288], [0.22531, -0.31258, 1.62190], [0.67440, -3.01183, -1.05798], [2.12194, -2.81944, -0.77192], [2.50846, -1.67778, -1.65479], [1.25954, -1.36653, -2.40082], [-4.17656, -2.37724, -0.52641], [-3.81827, -0.91066, -1.45741], [-3.71635, -2.51881, -2.24604], [-1.88650, -1.44490, -0.01727], [-1.83942, -3.12129, -0.57372], [-1.44212, -2.06941, -2.99263], [-1.11414, -0.57311, -2.08965], [2.19247, -2.59415, 0.29793], [2.64990, -3.74433, -0.99618], [2.77600, -0.78389, -1.08267], [3.29955, -1.91051, -2.36932], [5.58474, 2.19757, 0.47312], [4.27828, 1.88924, 0.76744], [4.00965, 1.04622, 1.84103], [2.67894, 0.71755, 2.11004], [1.61848, 1.21716, 1.33409], [0.23227, 0.75306, 1.74340], [-1.09712, 1.28296, 1.22260], [-2.22567, 0.89532, 1.97184], [-3.51935, 1.26466, 1.60352], [-3.66582, 2.06118, 0.47096], [-4.93529, 2.40138, 0.06802], [-2.57990, 2.48926, -0.28300], [-1.29527, 2.06683, 0.08384], [1.92526, 2.10326, 0.29943], [3.25571, 2.44803, 0.01354], [4.81488, 0.67248, 2.46654], [2.44051, 0.08465, 2.96973], [0.18991, 0.83588, 2.83881], [-2.07568, 0.31123, 2.88462], [-4.38123, 0.98446, 2.20792], [-2.71906, 3.16038, -1.12680], [-0.46013, 2.39682, -0.52601], [1.14420, 2.58475, -0.27496], [3.48178, 3.16255, -0.76984]],
  "mulliken_charge": [-1.323, -0.038, -0.440, 0.609, 0.421, -0.303, -0.305, 0.070, -0.332, 0.366, 0.278, 0.394, -0.021, 0.413, 0.380, 0.358, 0.304, 0.300, -0.028, 0.328, -0.331, 0.406, -0.703, -0.507, 0.605, -0.914, 0.433, -0.456, -0.705, 0.396, -0.340, -0.975, 0.062, -0.129, -0.962, 0.450, 0.411, 0.499, 0.380, 0.458, 0.440, 0.347, 0.249, 0.456]
}